Here is 6 unconnected molecules or ions with the total composition C34H69NO7 in a non-equilibrium geometry from OMol25. Energies are from ωB97M-V/def2-TZVPD.

```
111
C34H69NO7, DFT ωB97M-V/def2-TZVPD
C -3.85 -1.04 -3.71
C -2.87 0.09 -3.77
N -2.99 0.95 -4.70
C -1.80 0.17 -2.72
C -1.11 -1.13 -2.43
C -0.24 -1.73 -3.26
C 0.12 -1.17 -4.59
C 1.62 -1.18 -4.95
C 2.57 -0.46 -3.96
C 1.91 0.68 -3.21
C 3.28 -1.46 -3.04
C 0.35 -3.03 -2.86
O 0.93 -3.77 -3.67
C 0.24 -3.45 -1.45
C -0.61 -2.84 -0.61
C -1.49 -1.78 -1.14
O -2.51 -1.45 -0.55
H -4.16 -1.19 -2.68
H -4.71 -0.76 -4.30
H -3.39 -1.94 -4.09
H -2.26 1.66 -4.63
H -1.05 0.90 -3.00
H -2.25 0.53 -1.79
H -0.38 -1.77 -5.35
H -0.25 -0.16 -4.71
H 1.96 -2.19 -5.12
H 1.70 -0.67 -5.91
H 3.34 0.00 -4.58
H 1.34 1.32 -3.87
H 1.22 0.31 -2.45
H 2.67 1.27 -2.71
H 4.25 -1.07 -2.75
H 2.72 -1.67 -2.13
H 3.46 -2.36 -3.60
H 0.84 -4.26 -1.06
H -0.71 -3.13 0.42
C -4.62 4.16 -1.01
C -3.25 3.68 -1.45
O -2.35 4.73 -1.79
C -2.06 5.65 -0.75
C -1.46 5.01 0.49
H -5.07 4.78 -1.79
H -5.27 3.31 -0.82
H -4.58 4.75 -0.10
H -3.35 3.08 -2.36
H -2.80 3.03 -0.69
H -2.96 6.22 -0.49
H -1.36 6.36 -1.19
H -2.15 4.31 0.96
H -1.21 5.78 1.22
H -0.55 4.47 0.23
C 4.28 -0.29 2.70
C 4.17 -0.79 1.27
O 3.43 0.07 0.42
C 3.95 1.38 0.26
C 5.34 1.44 -0.33
H 3.29 -0.13 3.13
H 4.81 -1.03 3.31
H 4.83 0.64 2.76
H 3.62 -1.74 1.26
H 5.16 -0.99 0.85
H 3.91 1.92 1.21
H 3.25 1.88 -0.41
H 6.08 0.97 0.31
H 5.64 2.48 -0.48
H 5.37 0.93 -1.30
C 0.73 -8.50 2.89
C 0.10 -7.27 2.26
O 1.02 -6.45 1.56
C 1.69 -7.06 0.47
C 0.77 -7.57 -0.62
H 1.54 -8.21 3.57
H -0.02 -9.05 3.47
H 1.14 -9.18 2.15
H -0.31 -6.63 3.04
H -0.73 -7.55 1.61
H 2.35 -7.86 0.83
H 2.34 -6.28 0.07
H 0.12 -8.36 -0.28
H 1.36 -7.96 -1.45
H 0.14 -6.75 -0.99
C 1.11 4.21 3.46
C 2.47 3.67 3.05
O 3.42 4.67 2.72
C 3.75 5.57 3.76
C 4.34 4.91 4.99
H 0.70 4.84 2.67
H 0.42 3.38 3.64
H 1.16 4.80 4.37
H 2.35 3.08 2.14
H 2.87 3.00 3.81
H 2.88 6.18 4.03
H 4.48 6.25 3.32
H 3.64 4.23 5.48
H 4.63 5.67 5.72
H 5.23 4.34 4.72
C -5.24 -0.29 3.89
C -5.85 0.94 3.23
O -4.94 1.71 2.48
C -4.31 1.04 1.40
C -5.27 0.52 0.35
H -4.40 0.00 4.53
H -5.98 -0.80 4.50
H -4.86 -1.00 3.15
H -6.23 1.61 4.01
H -6.71 0.65 2.62
H -3.66 0.24 1.76
H -3.65 1.79 0.95
H -5.94 -0.24 0.74
H -4.71 0.08 -0.48
H -5.89 1.33 -0.04
```

The total charge is 0. The SMILES is [H]/N=C(/C)CC1=C(CCC(C)C)C(=O)C=CC1=O.CCOCC.CCOCC.CCOCC.CCOCC.CCOCC. Its LUMO energy is -1.41 eV. The calculation puts the HOMO energy at -9.6 eV.

Here are the Mulliken charges for atoms 1 to 4, given in e: -1.37, 0.70, -0.75, -0.34

---

Here is a molecular structure, C34H71AsF6NO14S7 in a non-equilibrium geometry from OMol25. Energies are from ωB97M-V/def2-TZVPD.

```
134
C34H71AsF6NO14S7, DFT ωB97M-V/def2-TZVPD
As 11.07 -7.89 -5.95
F 11.80 -9.10 -7.04
F 12.36 -6.76 -6.37
F 10.53 -6.70 -4.72
F 9.80 -9.03 -5.33
F 12.07 -8.57 -4.63
F 10.07 -7.30 -7.24
C 8.37 -3.31 -8.96
C 9.02 -4.28 -10.04
N 10.16 -5.03 -9.51
C 9.74 -6.15 -8.72
C 8.65 -7.08 -9.33
C 11.34 -4.19 -9.10
C 11.93 -3.33 -10.23
H 8.17 -3.77 -7.99
H 7.32 -3.05 -9.10
H 9.12 -2.53 -8.80
H 8.29 -4.96 -10.47
H 9.58 -3.67 -10.75
H 10.69 -6.68 -8.58
H 9.40 -5.80 -7.74
H 7.63 -6.75 -9.12
H 8.89 -7.27 -10.38
H 8.83 -8.00 -8.79
H 12.05 -4.90 -8.67
H 10.91 -3.59 -8.30
H 11.30 -2.59 -10.73
H 12.15 -3.91 -11.12
H 12.89 -2.88 -9.98
C 13.03 -6.80 -9.78
C 12.97 -7.05 -8.25
C 13.52 -8.44 -7.79
S 14.82 -8.80 -9.07
O 14.57 -10.19 -9.36
O 16.13 -8.31 -8.70
C 14.01 -7.82 -10.40
H 13.35 -5.78 -9.99
H 12.03 -7.05 -10.14
H 11.98 -6.87 -7.85
H 13.55 -6.32 -7.67
H 12.79 -9.24 -7.64
H 13.98 -8.45 -6.80
H 13.57 -8.53 -11.10
H 14.84 -7.41 -10.97
C 13.77 -9.52 -5.75
C 15.17 -8.89 -6.14
C 15.69 -8.23 -4.87
S 15.30 -9.26 -3.46
O 14.68 -8.31 -2.51
O 16.50 -10.04 -3.20
C 14.03 -10.26 -4.43
H 13.34 -9.97 -6.64
H 13.19 -8.62 -5.54
H 15.22 -8.09 -6.89
H 15.89 -9.67 -6.38
H 15.01 -7.40 -4.68
H 16.69 -7.80 -4.77
H 13.07 -10.30 -3.90
H 14.48 -11.25 -4.54
C 11.76 -4.47 -3.24
C 12.72 -5.27 -4.12
C 12.79 -4.71 -5.53
S 12.90 -2.86 -5.19
O 12.22 -2.22 -6.26
O 14.29 -2.58 -4.86
C 11.83 -2.95 -3.64
H 12.21 -4.49 -2.25
H 10.80 -4.99 -3.20
H 12.33 -6.28 -4.25
H 13.72 -5.30 -3.69
H 11.85 -4.87 -6.06
H 13.62 -4.82 -6.22
H 10.84 -2.51 -3.71
H 12.32 -2.33 -2.88
C 8.79 -10.19 -8.47
C 9.93 -9.49 -9.14
C 11.20 -10.43 -9.12
S 10.88 -11.87 -8.01
O 12.05 -12.07 -7.12
O 10.33 -12.99 -8.86
C 9.45 -10.94 -7.28
H 8.26 -10.95 -9.04
H 7.95 -9.63 -8.05
H 10.17 -8.62 -8.53
H 9.72 -9.29 -10.19
H 12.00 -9.80 -8.72
H 11.65 -10.83 -10.03
H 9.78 -10.25 -6.51
H 8.91 -11.71 -6.73
C 7.59 -7.14 -7.12
C 8.16 -8.61 -6.84
C 7.92 -8.66 -5.38
S 6.11 -8.13 -5.20
O 5.91 -7.40 -3.94
O 5.12 -9.11 -5.70
C 6.30 -6.80 -6.45
H 7.46 -7.15 -8.20
H 8.40 -6.45 -6.86
H 9.22 -8.65 -7.09
H 7.63 -9.46 -7.27
H 8.60 -8.00 -4.84
H 8.07 -9.57 -4.81
H 6.24 -5.85 -5.91
H 5.48 -6.63 -7.15
C 11.89 -10.99 -5.04
C 10.99 -12.26 -5.48
C 10.15 -12.64 -4.32
S 11.35 -12.69 -2.88
O 12.20 -13.85 -2.96
O 10.66 -12.35 -1.59
C 12.27 -11.23 -3.55
H 11.27 -10.09 -5.10
H 12.79 -10.82 -5.64
H 11.69 -13.08 -5.61
H 10.47 -12.11 -6.43
H 9.58 -13.56 -4.43
H 9.35 -12.03 -3.91
H 13.32 -11.20 -3.27
H 11.77 -10.54 -2.87
C 12.44 -8.64 -2.03
C 10.97 -9.05 -2.40
C 10.36 -7.72 -2.56
S 10.86 -6.79 -1.02
O 10.10 -7.29 0.16
O 10.95 -5.33 -1.35
C 12.62 -7.40 -1.12
H 12.94 -8.25 -2.92
H 12.86 -9.56 -1.65
H 10.50 -9.55 -1.55
H 10.96 -9.55 -3.36
H 9.30 -7.71 -2.84
H 10.85 -7.09 -3.29
H 13.29 -7.48 -0.27
H 13.13 -6.66 -1.73
```

Its energy above the lowest of the compared OMol25 structures with the same formula, charge and spin is 944.5 kcal per mole. The total charge is -1. Its LUMO energy is 0.67 eV. The calculation puts the HOMO energy at -6.4 eV.

Here are the Mulliken charges for atoms 1 to 4, given in e: 3.27, 0.10, 0.35, -0.82